No. 1
Computed, not measured: a molecular structure, C32H58MoN3O2P2 at a distorted geometry, with ωB97M-V with the def2-TZVPD basis set.

Values from the calculation:
* maximum force: 7.4 eV Å⁻¹
* highest occupied orbital energy (alpha / beta): -0.608 / -0.609 Eh
* ⟨S²⟩: 2.40
* DFT total energy: -63093.2347 eV

ORCA input file:
```
! RIJCOSX wB97M-V def2-TZVPD def2/J DEFGRID3
* xyz 3 3
C -2.459 1.497 -1.875
C -1.913 -0.829 -1.924
C -3.552 1.309 -2.722
C -3.007 -1.028 -2.761
C -3.806 0.015 -3.220
H -4.212 2.179 -2.868
H -3.208 -2.047 -2.986
H -4.712 -0.159 -3.807
N -1.746 0.463 -1.388
P -1.227 3.012 0.275
P -0.069 -2.816 -0.328
C -2.082 2.929 -1.405
H -1.377 3.348 -2.135
H -2.961 3.605 -1.394
C -0.897 -1.931 -1.857
H -1.342 -2.770 -2.391
C 0.759 -4.307 -1.140
C -0.560 -3.340 1.437
C 0.482 3.764 0.113
C -2.460 3.997 1.329
C 2.258 -4.015 -0.926
H 2.583 -4.217 0.106
H 2.879 -4.622 -1.617
H 2.466 -2.945 -1.104
C 0.374 -5.716 -0.628
H 0.463 -5.891 0.456
H -0.661 -5.932 -0.917
H 1.038 -6.464 -1.118
C 0.465 -4.294 -2.657
H 1.235 -4.859 -3.223
H -0.510 -4.768 -2.880
H 0.449 -3.252 -3.036
C 0.683 -4.025 2.080
H 1.484 -3.279 2.195
H 0.436 -4.407 3.091
H 1.113 -4.867 1.520
C -0.877 -2.184 2.407
H -0.008 -1.503 2.482
H -1.790 -1.637 2.132
H -1.056 -2.587 3.428
C -1.814 -4.226 1.334
H -1.627 -5.187 0.814
H -2.208 -4.466 2.342
H -2.608 -3.664 0.819
C -1.937 4.242 2.748
H -2.700 4.789 3.320
H -1.735 3.312 3.291
H -1.039 4.870 2.782
C -3.733 3.147 1.370
H -4.126 2.952 0.369
H -3.577 2.189 1.875
H -4.516 3.683 1.918
C -2.765 5.343 0.661
H -3.422 5.919 1.341
H -1.862 5.946 0.470
H -3.309 5.188 -0.282
C 1.055 3.482 -1.285
H 0.568 4.084 -2.065
H 2.135 3.720 -1.289
H 0.977 2.410 -1.535
C 1.385 3.037 1.121
H 1.378 1.913 1.003
H 2.427 3.347 0.931
H 1.152 3.281 2.163
C 0.529 5.286 0.341
H -0.044 5.833 -0.415
H 0.198 5.609 1.334
H 1.566 5.632 0.233
Mo -0.296 0.851 0.174
C -1.046 0.788 1.908
O -1.632 0.812 2.956
N 0.770 -0.479 -1.051
C 0.651 -1.220 -2.047
C 1.577 -0.933 -3.326
C 1.510 -1.901 -4.502
C 1.186 0.397 -3.892
C 3.036 -0.828 -2.830
H 2.023 -2.852 -4.310
H 0.502 -2.034 -4.913
H 2.135 -1.485 -5.307
H 1.498 1.225 -3.248
H 1.643 0.517 -4.868
H 0.144 0.472 -4.099
H 3.539 -0.068 -3.508
H 3.050 -0.486 -1.786
H 3.630 -1.794 -2.928
C 1.583 0.881 4.500
N 2.723 0.037 4.182
C 3.895 -0.040 5.059
C 2.799 -0.521 2.948
O 1.961 -0.407 2.040
H 1.711 1.269 5.509
H 0.635 0.319 4.469
H 1.475 1.729 3.802
H 4.270 -1.075 4.975
H 4.685 0.648 4.696
H 3.598 0.207 6.095
H 3.719 -1.123 2.846
*
```



No. 2
Computed, not measured: a molecular structure, C23H31NO6Se2Te2Zr at a distorted geometry, with ωB97M-V with the def2-TZVPD basis set.

Values from the calculation:
* maximum force: 2.1 eV Å⁻¹
* highest occupied orbital energy: -0.233 Eh
* relative energy (zero: lowest compared OMol25 entry of this formula, charge and spin): 1.752 eV
* DFT total energy: -184693.8579 eV

ORCA input file:
```
! RIJCOSX wB97M-V def2-TZVPD def2/J DEFGRID3
* xyz 0 1
Zr 0.232 -0.277 -0.323
O 3.700 -2.094 1.682
C 2.597 -1.831 1.010
O 1.938 -0.807 1.153
C 2.092 -2.873 0.055
C 2.502 -4.183 -0.039
C 1.759 -5.036 -0.856
C 0.655 -4.545 -1.513
C 0.351 -3.189 -1.377
N 1.073 -2.384 -0.630
C -0.854 -2.506 -1.998
O -1.658 -3.110 -2.662
O -0.894 -1.248 -1.700
H 3.888 -1.339 2.278
H 3.352 -4.526 0.527
H 2.033 -6.075 -0.951
H 0.015 -5.167 -2.116
Se -1.347 -1.647 1.423
Te -0.429 -0.128 3.208
Te -0.369 3.904 2.685
Se 0.100 1.690 1.554
C 3.014 3.445 0.219
C 3.997 2.309 -0.048
C 3.993 1.292 1.080
C 3.823 1.753 -1.456
C 4.902 1.972 -2.306
C 4.862 1.668 -3.651
C 3.685 1.187 -4.179
C 2.564 0.945 -3.391
C 1.340 0.467 -4.157
C 0.045 1.229 -3.882
C 1.205 -1.053 -4.055
C 2.661 1.156 -2.002
O 1.645 0.793 -1.187
H 3.186 3.889 1.201
H 1.985 3.086 0.206
H 3.114 4.218 -0.536
H 5.001 2.749 -0.054
H 3.013 0.848 1.212
H 4.255 1.782 2.013
H 4.731 0.508 0.885
H 5.797 2.408 -1.887
H 5.721 1.840 -4.282
H 3.608 1.007 -5.241
H 1.573 0.686 -5.207
H -0.412 1.013 -2.912
H -0.693 0.976 -4.639
H 0.227 2.302 -3.929
H 1.273 -1.377 -3.011
H 2.024 -1.539 -4.589
H 0.261 -1.404 -4.473
C -0.692 3.311 -1.323
C -1.948 2.592 -0.871
O -1.786 1.144 -0.884
C -3.056 0.482 -1.069
C -3.464 0.408 -2.528
H -0.431 4.100 -0.616
H -0.821 3.753 -2.309
H 0.158 2.623 -1.386
H -2.778 2.836 -1.543
H -2.235 2.888 0.152
H -3.796 1.018 -0.461
H -2.946 -0.525 -0.644
H -3.546 1.390 -2.985
H -4.436 -0.075 -2.606
H -2.745 -0.184 -3.090
*
```



No. 3
Computed, not measured: a molecular structure, C9H19MnNP at a distorted geometry, with ωB97M-V with the def2-TZVPD basis set.

Values from the calculation:
* maximum force: 3.1 eV Å⁻¹
* highest occupied orbital energy (alpha / beta): -0.424 / -0.431 Eh
* ⟨S²⟩: 4.09
* DFT total energy: -51728.2064 eV

ORCA input file:
```
! RIJCOSX wB97M-V def2-TZVPD def2/J DEFGRID3
* xyz 1 4
C -0.999 -2.257 -1.735
Mn 0.318 -0.840 -2.371
N 1.726 0.706 -3.215
H 0.035 -1.339 -3.854
H 1.226 1.519 -3.578
H 1.303 -2.111 -2.624
H -1.160 -3.045 -2.484
H -1.941 -1.725 -1.600
H -0.689 -2.723 -0.792
H 2.428 1.074 -2.571
H 2.245 0.319 -4.006
C 1.393 -1.342 0.444
P 0.159 -0.011 -0.213
C -1.466 0.643 -1.016
C -0.118 0.578 1.419
C 0.893 1.413 1.977
C 0.639 1.996 3.225
C -0.572 1.722 3.899
C -1.532 0.851 3.349
C -1.304 0.250 2.108
H 1.657 -1.978 -0.379
H 0.898 -1.871 1.242
H 2.254 -0.770 0.813
H -2.238 -0.007 -0.647
H -1.703 1.667 -0.694
H -1.355 0.577 -2.125
H 1.807 1.614 1.419
H 1.366 2.659 3.646
H -0.774 2.200 4.854
H -2.458 0.649 3.857
H -2.038 -0.420 1.651
*
```



No. 4
Computed, not measured: a molecular structure, C3H14CdNS at a distorted geometry, with ωB97M-V with the def2-TZVPD basis set.

Values from the calculation:
* maximum force: 3.8 eV Å⁻¹
* highest occupied orbital energy (alpha / beta): -0.062 / 0.023 Eh
* DFT total energy: -20219.7992 eV

ORCA input file:
```
! RIJCOSX wB97M-V def2-TZVPD def2/J DEFGRID3
* xyz -1 1
C 2.412 -1.303 -0.190
Cd -1.127 1.020 0.495
N -2.172 0.478 -1.521
H 3.158 -1.985 -0.764
H -2.668 -0.426 -1.447
H 3.221 -1.684 0.375
H 1.848 -1.362 -1.179
H 1.620 -1.634 0.512
H 2.581 -0.211 -0.067
H -2.863 1.191 -1.779
H -1.491 0.403 -2.291
C -0.900 4.128 1.585
S -2.415 3.085 1.549
C -2.271 2.298 3.209
H -0.214 3.736 0.827
H -0.440 4.114 2.584
H -1.200 5.153 1.306
H -1.441 2.747 3.783
H -3.229 2.450 3.734
H -2.112 1.225 3.065
*
```



No. 5
Computed, not measured: a molecular structure, C19H11Cl5N4OPdS, with ωB97M-V with the def2-TZVPD basis set.

Values from the calculation:
* maximum force: 0.6 eV Å⁻¹
* highest occupied orbital energy (alpha / beta): -0.294 / -0.294 Eh
* relative energy (zero: lowest compared OMol25 entry of this formula, charge and spin): 0.000 eV
* DFT total energy: -104814.4232 eV

ORCA input file:
```
! RIJCOSX wB97M-V def2-TZVPD def2/J DEFGRID3
* xyz 0 1
Pd 0.826 -0.523 -2.573
S 2.553 -1.983 -2.486
C 2.685 -1.889 -0.735
N 3.713 -2.365 -0.118
N 3.912 -2.181 1.188
C 3.644 -1.009 1.956
C 3.873 0.263 1.432
C 3.655 1.377 2.224
C 3.229 1.236 3.540
C 3.026 -0.031 4.061
C 3.226 -1.156 3.270
N 1.582 -1.456 -0.015
N 0.634 -1.013 -0.694
C -0.561 -0.700 0.024
C -1.776 -0.889 -0.619
C -2.949 -0.596 0.057
C -2.896 -0.111 1.356
C -1.673 0.065 1.989
C -0.491 -0.230 1.331
H 4.668 -2.752 1.525
H 4.215 0.377 0.412
H 3.828 2.363 1.812
H 3.063 2.112 4.153
H 2.699 -0.152 5.086
H 3.042 -2.148 3.663
H -1.796 -1.273 -1.632
H -3.901 -0.737 -0.438
H -3.811 0.137 1.877
H -1.638 0.448 3.000
H 0.469 -0.082 1.806
Cl -6.117 1.427 -3.650
C -4.432 1.331 -3.318
C -3.611 0.511 -4.088
Cl -4.274 -0.411 -5.376
C -2.254 0.436 -3.804
Cl -1.220 -0.611 -4.715
C -1.661 1.166 -2.762
O -0.393 1.102 -2.497
C -2.516 1.986 -1.997
Cl -1.818 2.843 -0.683
C -3.873 2.066 -2.270
Cl -4.884 3.056 -1.292
*
```



No. 6
Computed, not measured: 2 unconnected molecules or ions with the total composition C2H3N at a distorted geometry, with ωB97M-V with the def2-TZVPD basis set.

Values from the calculation:
* maximum force: 5.5 eV Å⁻¹
* highest occupied orbital energy (alpha / beta): -0.421 / -0.398 Eh
* relative energy (zero: lowest compared OMol25 entry of this formula, charge and spin): 5.036 eV
* DFT total energy: -3607.3219 eV

ORCA input file:
```
! RIJCOSX wB97M-V def2-TZVPD def2/J DEFGRID3
* xyz 0 1
C 0.055 -1.080 1.334
C -0.025 0.527 -0.808
N 0.039 -1.584 2.347
H -1.038 0.680 -0.505
H 0.365 -0.064 -1.563
H 0.604 1.520 -0.805
*
```